1.
C3H4N3 | ωB97M-V/def2-TZVPD

Its charge is +1. As for the energy above the lowest of the compared OMol25 structures with the same formula, charge and spin: 2.961 eV. For the total energy, the calculation gives -280.520257 hartree.

Element x y z (Å)
C1 0.92265 1.18066 0.12158
C2 0.05029 -0.90805 0.10282
C3 -1.50461 0.96958 -0.07504
N1 -0.32145 0.46562 0.00914
N2 1.90776 0.31144 0.02372
N3 1.38435 -0.93439 -0.09900
H1 -0.66668 -1.82057 0.22988
H2 -2.38823 0.51210 0.29846
H3 -1.36181 2.00210 -0.46926
H4 1.97773 -1.77849 -0.14230

Löwdin atomic charge list, values in e, 5 entries: number 1, C, carries -0.039; number 2, C, carries 0.037; number 3, C, carries 0.282; number 4, N, carries -0.103; number 5, N, carries 0.047

=====

2.
C3H4N3 | ωB97M-V/def2-TZVPD

Its charge is +1. As for the energy above the lowest of the compared OMol25 structures with the same formula, charge and spin: 4.222 eV. As for the SMILES: CC1=NN=[N+]=C1. For the total energy, the calculation gives -280.473918 hartree.

Element x y z (Å)
C1 2.05933 -0.05536 -1.12757
C2 1.10816 0.14742 -0.02858
C3 -0.34241 0.69863 -0.03024
N1 3.23696 0.03078 -0.52087
N2 1.85930 0.16235 1.06435
N3 3.03630 -0.10008 0.69447
H1 1.85301 -0.17195 -2.19791
H2 -0.20861 1.53002 -0.69240
H3 -0.49346 1.02036 0.96123
H4 -0.90873 0.01653 -0.73494

Löwdin atomic charge list, values in e, 5 entries: number 1, C, carries 0.103; number 2, C, carries -0.148; number 3, C, carries 0.073; number 4, N, carries 0.165; number 5, N, carries 0.142

=====

3.
C3H4N3O2 | ωB97M-V/def2-TZVPD

Its charge is -1. As for the energy above the lowest of the compared OMol25 structures with the same formula, charge and spin: 0.887 eV. For the total energy, the calculation gives -431.481634 hartree.

Element x y z (Å)
C1 -1.74040 0.20158 1.57372
C2 0.92998 1.26294 0.33434
C3 -0.22648 -1.49409 -1.32984
N1 -2.43594 -0.71075 1.58125
N2 0.57230 -0.61018 -0.88178
N3 0.05752 0.34150 -0.05500
O1 0.65527 2.18007 1.10021
O2 2.22109 1.17913 -0.16416
H1 -1.13006 1.06105 1.62300
H2 0.18269 -2.26059 -1.97212
H3 -1.28925 -1.52268 -1.09813
H4 2.20329 0.37204 -0.71148

Löwdin atomic charge list, values in e, 5 entries: number 1, C, carries -0.142; number 2, C, carries -0.696; number 3, C, carries -0.109; number 4, N, carries 0.009; number 5, N, carries -0.114

=====

4.
C3H4N3O2S | ωB97M-V/def2-TZVPD

Its charge is -1. As for the energy above the lowest of the compared OMol25 structures with the same formula, charge and spin: 1.070 eV. As for the SMILES: NC(=S)C/N=N/C(=O)[O-]. For the total energy, the calculation gives -829.668946 hartree.

Element x y z (Å)
C1 0.78814 -0.97840 -0.36125
C2 -3.87107 -0.17449 -0.24336
C3 -0.27370 -0.41621 0.64821
N1 0.60836 -0.55832 -1.61882
N2 -1.48080 0.07529 -0.04318
N3 -2.60687 -0.12375 0.49498
O1 -3.66211 -0.95782 -1.19816
O2 -4.82622 0.38501 0.34077
S1 2.13727 -1.75559 0.25138
H1 -0.49541 -1.08027 1.47316
H2 0.10742 0.44744 1.10485
H3 1.15656 -1.06627 -2.36424
H4 -0.39584 -0.29806 -2.01979

Löwdin atomic charge list, values in e, 5 entries: number 1, C, carries -0.884; number 2, C, carries -0.781; number 3, C, carries -0.231; number 4, N, carries 0.036; number 5, N, carries -0.035

=====

5.
C3H4N3OS | ωB97M-V/def2-TZVPD

Its charge is +1. As for the energy above the lowest of the compared OMol25 structures with the same formula, charge and spin: 6.141 eV. For the total energy, the calculation gives -753.951692 hartree.

Element x y z (Å)
C1 -1.04586 0.18410 -0.06815
C2 2.13659 -0.40053 -0.07959
C3 -1.13380 -1.16582 -0.06497
N1 0.14620 0.89711 -0.14777
N2 1.24504 0.36381 -0.11623
N3 -2.17481 0.89859 0.04827
O1 4.20471 0.78910 -0.07996
S1 3.85985 -0.62180 -0.08646
H1 -2.06540 -1.53909 0.00593
H2 -0.23339 -1.74127 -0.20137
H3 -2.98620 0.48204 0.39493
H4 -1.95294 1.85374 0.39537

Löwdin atomic charge list, values in e, 5 entries: number 1, C, carries -0.360; number 2, C, carries -0.191; number 3, C, carries 0.224; number 4, N, carries 0.140; number 5, N, carries 0.008

=====

6.
C3H4N4 | ωB97M-V/def2-TZVPD

As for the energy above the lowest of the compared OMol25 structures with the same formula, charge and spin: 5.642 eV. As for the SMILES: [H]/N=C\N/N=C/C#N. For the total energy, the calculation gives -335.565997 hartree.

Element x y z (Å)
C1 1.83978 0.19151 0.14558
C2 -1.18846 -0.11238 0.31556
C3 -2.58327 -0.03327 -0.11489
H1 0.54125 1.46476 -0.44994
H2 2.75242 -0.19326 0.18124
H3 1.35585 -1.83645 -0.74886
H4 -1.01150 0.64506 1.09480
N1 1.59152 1.39067 -0.21124
N2 0.95889 -1.00242 0.09578
N3 -0.49285 -0.98935 -0.23378
N4 -3.76363 0.47513 -0.07424

Löwdin atomic charge list, values in e, 5 entries: number 1, C, carries -0.275; number 2, C, carries -0.253; number 3, C, carries -0.128; number 4, H, carries 0.064; number 5, H, carries 0.048

=====

> The lowest energy above the lowest of the compared OMol25 structures with the same formula, charge and spin belongs to which entry?

C3H4N3O2

=====

> Among the records above, which one has the lowest energy above the lowest of the compared OMol25 structures with the same formula, charge and spin?

C3H4N3O2

=====

> energy above the lowest of the compared OMol25 structures with the same formula, charge and spin of number 3 (C3H4N3O2)?

0.887 eV

=====

> Which value of energy above the lowest of the compared OMol25 structures with the same formula, charge and spin does entry 2 give?

4.222 eV